52
Properties=species:S:1:pos:R:3:forces:R:3 method="wB97M-V/def2-TZVPD" fmax_ha_per_bohr=0.05482 homo_ev=-8.026 e_above_lowest_kcal_mol=54.10 orbital_gap_ha=0.224
C 4.79359 -3.50931 1.45552 -0.079 0.129 -0.090
C 3.66078 -3.39391 2.26106 -0.181 0.068 0.101
C 2.55377 -2.66049 1.82630 0.331 0.049 -0.195
C 2.56409 -2.06986 0.55405 0.037 -0.006 0.388
P 1.05819 -1.29581 -0.14032 0.038 -1.179 -1.799
C -0.23114 -2.46760 0.39423 -0.620 0.481 0.003
C -1.21467 -2.19700 1.35127 0.204 -0.619 0.183
C -2.01975 -3.24710 1.81863 -0.012 0.106 -0.211
C -1.93234 -4.51334 1.23383 -0.039 0.273 0.014
C -1.07889 -4.72524 0.14619 -0.061 0.242 0.163
C -0.23426 -3.70544 -0.27523 0.188 0.019 0.343
C 0.75057 0.35112 0.44943 -0.341 0.509 0.520
C 1.82845 1.21576 0.13900 2.126 1.836 -0.233
N 2.71676 1.95310 -0.10258 -2.112 -1.640 0.479
O 1.15031 -1.35883 -1.62918 0.086 0.318 0.172
C 3.69752 -2.19921 -0.26329 -0.096 0.057 0.215
C 4.81745 -2.88756 0.20418 -0.210 -0.048 0.149
H 5.65587 -4.08777 1.80061 -0.313 0.249 -0.120
H 3.62618 -3.88043 3.23746 0.064 0.139 -0.269
H 1.67572 -2.55918 2.46937 0.244 -0.115 -0.186
H -1.34986 -1.19146 1.75680 0.218 -0.320 0.051
H -2.71370 -3.06141 2.64073 0.117 -0.101 -0.307
H -2.55742 -5.32540 1.60426 0.142 0.200 -0.088
H -1.06102 -5.68570 -0.36399 -0.017 0.163 0.126
H 0.44848 -3.87017 -1.10981 -0.097 0.121 0.267
H 0.39638 0.40323 1.49848 0.365 0.159 -0.555
H 3.68893 -1.77604 -1.26720 -0.058 -0.025 0.268
H 5.70591 -2.94689 -0.41758 -0.133 -0.064 0.054
F -3.69504 3.60414 -4.00875 0.517 -0.628 0.520
C -3.09631 2.55445 -3.35925 -0.338 -0.138 0.130
C -3.35325 1.26603 -3.82667 0.418 0.169 0.502
C -2.74639 0.20202 -3.13469 -0.200 0.289 -0.182
C -1.95026 0.43114 -2.01514 0.034 0.381 0.292
C -1.74552 1.74011 -1.48088 -0.774 -0.869 -2.379
C -1.06102 1.87224 -0.22327 -0.122 -0.788 1.176
C -0.69841 3.15817 0.29837 1.046 0.992 0.881
C -0.66310 3.38208 1.71049 -0.091 0.214 -0.705
C -0.41431 4.65810 2.21121 0.124 0.169 -0.042
C -0.26114 5.75646 1.34834 -0.091 -0.502 -0.454
C -0.29918 5.55191 -0.03966 0.301 -0.010 0.309
C -0.37011 4.25716 -0.54558 -0.433 -0.372 -0.003
C -2.34709 2.81504 -2.21476 0.178 -0.497 0.230
H -4.02076 1.12461 -4.67999 0.333 -0.014 0.283
H -2.92770 -0.81870 -3.48443 0.199 0.374 0.187
H -1.44652 -0.40557 -1.52453 -0.177 0.215 -0.208
H -1.28204 1.07912 0.48920 -0.492 0.753 -0.189
H -0.85575 2.54993 2.39376 0.075 0.271 -0.239
H -0.33242 4.82558 3.28638 -0.111 -0.156 -0.292
H -0.06387 6.76241 1.72683 -0.239 -0.390 0.022
H -0.24885 6.40991 -0.71958 0.285 -0.431 0.264
H -0.22226 4.07703 -1.61708 -0.138 0.151 0.536
H -2.29461 3.83858 -1.86253 -0.095 -0.184 -0.086


58
Properties=species:S:1:pos:R:3:forces:R:3 method="wB97M-V/def2-TZVPD" charge=+1 fmax_ha_per_bohr=0.03956 homo_ev=-10.902 orbital_gap_ha=0.282
Hf 0.32589 -0.15773 0.29976 0.029 2.032 0.082
O 2.23517 0.14522 0.67032 1.356 -0.075 -0.211
C 3.23300 -0.25197 -0.13230 0.146 -0.189 0.119
C 4.34342 0.57425 -0.30480 0.030 0.104 0.034
C 5.39400 0.18963 -1.11666 0.015 -0.048 -0.035
C 5.37466 -1.03931 -1.77553 0.010 0.040 0.025
C 4.29066 -1.87148 -1.60661 -0.075 -0.039 -0.031
C 3.20123 -1.49905 -0.80689 -0.146 -0.120 -0.008
C 2.12384 -2.45848 -0.59840 0.265 -0.045 0.210
N 1.06386 -2.10529 0.02533 -0.025 -1.185 0.233
N 0.07557 -3.00755 0.40793 0.113 -0.171 -0.018
C -0.71840 -2.46942 1.29771 0.359 -0.323 -0.193
O -0.55723 -1.21772 1.74242 -0.336 -1.030 0.492
C -1.82729 -3.27900 1.82668 0.012 0.203 0.165
C -2.00948 -4.60045 1.42369 0.007 -0.031 -0.064
C -3.06161 -5.33690 1.93997 0.001 0.032 0.007
C -3.93430 -4.76247 2.85827 0.034 -0.022 -0.032
C -3.75365 -3.44709 3.26039 -0.005 0.004 -0.012
C -2.69943 -2.70844 2.74694 -0.092 0.041 0.117
H 4.36700 1.51526 0.23215 0.018 -0.030 0.014
H 6.24810 0.84587 -1.22588 -0.020 -0.003 -0.013
H 6.20515 -1.34096 -2.39814 -0.013 0.005 0.007
H 4.26285 -2.83961 -2.09367 0.024 0.025 -0.004
H 2.24991 -3.49469 -0.90658 0.003 -0.008 0.012
H -1.32435 -5.03472 0.70824 -0.033 0.000 0.027
H -3.20304 -6.36228 1.62502 0.000 0.011 0.015
H -4.75243 -5.34384 3.26327 0.003 0.008 -0.019
H -4.43250 -2.99751 3.97321 0.017 -0.015 0.002
H -2.54459 -1.68609 3.06804 0.016 -0.024 -0.010
I -4.12394 3.66445 -4.45745 -0.007 0.007 0.009
C -2.96719 2.37593 -3.30152 -0.045 0.064 -0.024
C -3.54321 1.70268 -2.23171 0.068 -0.030 0.023
C -2.76421 0.81438 -1.50832 0.117 -0.197 0.198
I -3.34213 0.04103 0.35098 -0.431 0.021 -0.367
C -1.44777 0.53706 -1.88132 -0.359 -0.067 -0.014
O -0.73619 -0.43878 -1.27990 -0.942 0.032 -1.363
C -0.83815 1.37165 -2.81460 0.188 0.032 0.007
C 0.66310 1.41373 -2.75678 -0.096 -0.031 0.067
N 1.05399 1.62784 -1.32497 -0.104 0.162 0.074
C 0.64006 2.94696 -0.80812 -0.029 -0.077 -0.019
C 0.32763 2.95583 0.67140 -0.092 -0.130 0.009
C 0.36255 4.14070 1.38354 0.007 0.108 0.034
C 0.00234 4.14473 2.71929 0.010 0.028 0.035
C -0.37959 2.95741 3.32890 -0.017 0.088 0.044
C -0.39227 1.81210 2.57085 -0.086 0.101 -0.209
N -0.05902 1.80969 1.26212 -0.008 0.782 0.609
C -1.60448 2.26602 -3.54623 0.024 0.021 0.029
H -4.57138 1.88297 -1.95160 0.001 0.005 -0.002
H 1.05030 2.21428 -3.39028 0.016 0.005 -0.025
H 1.11161 0.47177 -3.07290 0.046 -0.016 0.019
H 2.06749 1.57084 -1.26718 0.000 -0.017 0.000
H -0.27630 3.23990 -1.32648 -0.028 0.003 -0.019
H 1.38342 3.71715 -1.02033 0.024 0.023 -0.016
H 0.66577 5.05343 0.88831 0.012 -0.009 0.008
H 0.02403 5.06704 3.28543 -0.001 -0.014 -0.018
H -0.66523 2.92166 4.36998 0.020 -0.005 -0.004
H -0.68695 0.85824 2.98985 0.010 -0.023 -0.006
H -1.13030 2.90110 -4.28484 -0.010 -0.011 0.009


58
Properties=species:S:1:pos:R:3:forces:R:3 method="wB97M-V/def2-TZVPD" charge=+3 fmax_ha_per_bohr=0.01770 homo_ev="-15.561 / -17.228" orbital_gap_ha="0.259 / 0.202" multiplicity=6
Ir 0.85996 -0.04045 0.36169 0.603 -0.581 0.356
C 1.27515 -2.41944 -3.30307 -0.009 -0.072 0.168
C 1.40074 -1.54953 -4.36688 -0.016 0.131 -0.029
C 1.26592 -0.20750 -4.09481 0.043 -0.042 0.062
C 0.99475 0.28173 -2.76593 0.071 -0.206 -0.050
N 0.95347 -0.62944 -1.68641 -0.338 0.207 -0.156
C 1.06519 -1.91353 -2.00845 -0.032 -0.004 -0.209
N 0.77236 1.56363 -2.72495 -0.018 0.226 0.428
C 0.35667 2.22993 -1.59362 0.027 -0.347 -0.328
N 0.29598 1.71697 -0.34176 0.157 0.245 0.035
C -0.28051 2.65020 0.48756 0.028 -0.008 -0.074
N -0.40609 2.32298 1.84243 0.065 -0.030 0.093
C -1.34192 1.26084 2.10156 0.042 0.074 -0.060
C -2.40664 1.44361 2.95368 -0.082 0.034 0.016
C -3.29068 0.38715 3.14780 -0.008 0.017 0.003
C -3.07969 -0.80406 2.47390 -0.024 -0.019 0.000
C -1.98120 -0.91396 1.63985 0.023 0.064 -0.033
N -1.12356 0.09748 1.46845 -0.188 -0.176 -0.015
C -0.56593 3.81151 -0.24263 -0.095 -0.015 0.028
C -1.14521 5.04082 0.07212 -0.025 0.136 -0.051
C -1.28339 5.98192 -0.95664 -0.006 -0.076 0.155
C -0.87063 5.71318 -2.26020 0.019 -0.040 -0.029
C -0.29948 4.48740 -2.59550 0.027 -0.058 0.064
C -0.14566 3.53754 -1.57625 -0.131 0.264 -0.215
H 1.34644 -3.49074 -3.43129 -0.014 0.007 0.029
H 1.58230 -1.90515 -5.37223 0.007 0.019 0.007
H 1.32458 0.54834 -4.86519 0.007 0.009 0.017
H 0.98489 -2.63574 -1.21366 -0.042 -0.047 0.036
H -2.54912 2.40241 3.43205 0.006 -0.007 0.006
H -4.14199 0.50359 3.80550 0.005 0.000 -0.002
H -3.75608 -1.64016 2.58295 0.004 0.005 0.003
H -1.77635 -1.82288 1.08994 0.009 -0.006 0.014
H -1.48049 5.26714 1.07601 0.002 0.015 -0.023
H -1.72547 6.94409 -0.73445 -0.001 -0.009 0.015
H -0.99963 6.46841 -3.02298 0.001 0.002 -0.005
H 0.01985 4.27503 -3.60726 0.002 -0.007 0.009
C 2.65062 -4.58862 2.38511 0.010 0.108 0.066
N 2.61127 -3.29048 3.08139 0.044 -0.208 0.037
C 3.09562 -3.06742 4.35166 -0.024 -0.056 -0.118
C 2.90420 -1.77153 4.63259 -0.029 0.065 -0.048
N 2.28855 -1.18137 3.51521 0.021 0.198 0.105
C 2.13182 -2.15224 2.58064 0.000 -0.090 -0.053
S 1.55589 -2.10906 0.96931 0.000 0.250 -0.047
C 1.87835 0.18813 3.45825 0.076 -0.106 0.217
C 2.07309 0.90308 4.67829 -0.029 -0.022 -0.070
C 1.54039 2.17703 4.86009 0.010 0.001 0.010
C 0.92230 2.76923 3.81403 -0.020 0.020 0.001
C 0.91413 2.13266 2.47201 -0.056 -0.055 -0.028
N 1.33603 0.70445 2.38814 -0.112 0.222 -0.243
H 3.05714 -5.32085 3.07492 0.001 -0.011 0.003
H 3.29361 -4.51511 1.51132 0.006 0.002 -0.011
H 1.64443 -4.88090 2.09618 -0.011 -0.002 -0.002
H 3.53911 -3.84830 4.94628 -0.010 -0.002 -0.018
H 3.16933 -1.25313 5.53034 -0.003 0.006 -0.014
H 2.58584 0.44857 5.50350 -0.011 -0.010 -0.005
H 1.61829 2.66010 5.82471 -0.010 0.004 -0.011
H 0.47200 3.75066 3.87605 0.008 -0.010 -0.010
H 1.62624 2.69594 1.85200 0.017 -0.007 -0.026


71
Properties=species:S:1:pos:R:3:forces:R:3 method="wB97M-V/def2-TZVPD" charge=-1 fmax_ha_per_bohr=0.20006 homo_ev=-6.706 e_above_lowest_kcal_mol=51.65 orbital_gap_ha=0.225
B -0.53418 0.33304 0.05851 0.489 2.542 1.892
F -0.86118 1.60004 0.64751 0.231 0.381 -0.463
F -1.05518 0.32404 -1.21449 -0.170 -0.660 -1.068
F 0.85782 0.22204 0.09051 0.153 -0.470 -0.437
F -1.13618 -0.54396 0.92551 -0.432 -1.821 0.018
C 3.81982 6.96404 2.49151 4.106 0.902 9.097
C 4.20982 6.42304 3.92051 -0.986 4.310 -4.950
C 3.66182 5.14904 4.35351 -0.755 -1.513 0.066
O 3.80282 4.75104 5.51051 0.385 0.627 -0.384
C 2.87182 4.43204 3.38151 -1.360 -1.425 -3.905
C 2.64382 4.81804 1.93851 -1.172 -3.844 6.055
C 3.23382 6.18604 1.55751 -3.533 -0.909 -6.823
O 3.00982 6.64104 0.37451 0.751 -1.574 3.426
O 1.79582 4.00804 1.18251 3.061 4.464 -1.016
O 4.83682 7.22504 4.81451 -0.166 -1.987 0.136
H 4.08582 8.03604 2.36751 -0.218 -1.169 -0.444
H 2.47982 3.41204 3.80351 0.599 2.101 -1.150
H 1.31482 3.25404 1.48651 -0.099 -0.868 1.425
H 5.03282 6.68304 5.65651 -0.729 0.746 -1.642
C 4.88382 -2.69796 -0.99749 -2.974 3.986 2.893
C 4.09582 -1.46596 -0.36649 1.952 -7.808 -5.768
C 4.38882 -0.90596 0.96451 2.093 0.053 0.467
O 3.90482 0.14104 1.30251 -1.392 0.939 -0.047
C 5.38782 -1.56696 1.78751 3.804 -5.602 -1.432
C 6.22282 -2.71296 1.28051 -4.494 2.736 1.177
C 6.03882 -3.21896 -0.16349 -0.664 0.524 -2.029
O 6.85182 -4.01396 -0.61649 -0.280 0.043 0.814
O 6.84282 -3.56496 2.11851 -0.282 1.667 0.022
O 3.02682 -1.09596 -1.12149 1.951 3.003 4.525
H 4.37882 -3.16196 -1.97349 1.811 1.062 2.370
H 5.48882 -1.47396 2.85851 -0.309 0.746 -0.018
H 7.39982 -4.19596 1.65751 0.095 -0.187 -0.772
H 2.84982 -0.27896 -0.47849 -1.408 -1.178 -2.165
C -6.06918 3.14804 -0.22949 -1.688 -5.016 4.560
C -6.23618 2.11704 0.80751 -1.497 4.385 -2.070
C -5.24618 1.06004 0.92351 -0.074 -1.721 0.607
O -5.32418 0.13004 1.72551 -1.075 0.497 0.745
C -4.21818 0.99304 -0.01049 2.772 4.765 -5.257
C -3.92818 2.09804 -1.01749 0.596 -5.309 2.450
C -4.98518 3.11604 -1.16249 1.108 4.805 -2.211
O -4.83618 4.11404 -1.95749 -0.478 -3.499 2.039
O -2.87618 2.13904 -1.87049 -3.067 1.565 0.659
O -7.33518 2.16704 1.67651 1.821 1.273 -2.586
H -6.94418 3.74004 -0.29149 -0.205 1.123 -0.529
H -3.57618 0.15204 0.07951 0.669 -0.341 0.011
H -2.13018 1.58304 -1.67149 0.604 -1.120 0.853
H -7.33518 1.41804 2.24551 0.448 -1.359 0.770
C -4.65218 -5.46696 -0.23549 -0.902 4.597 -5.526
C -4.94018 -4.71296 -1.57749 0.929 -4.369 4.959
C -4.22918 -3.45296 -1.88149 -1.505 0.655 -4.397
O -4.38718 -2.90596 -3.03049 -0.022 -1.819 2.805
C -3.39118 -2.88596 -0.95849 4.979 -0.155 7.275
C -3.08818 -3.48896 0.39351 0.847 5.890 -2.007
C -3.68518 -4.71896 0.72451 -3.323 -5.633 -0.530
O -3.45718 -5.43096 1.68251 1.038 1.038 1.051
O -2.36118 -2.85396 1.48951 -3.813 -5.070 -2.525
O -5.64118 -5.25696 -2.58549 0.112 -1.191 2.409
H -5.13018 -6.45096 0.04751 0.837 1.498 -0.368
H -2.65618 -2.09096 -1.20449 -1.182 -0.174 -0.173
H -1.88818 -2.17496 1.10651 1.926 3.211 -1.253
H -5.70118 -4.63396 -3.27649 0.120 1.631 -1.628
C 2.14182 -1.64696 -4.35449 -5.985 2.646 6.441
C 0.80182 -2.33196 -4.42749 2.433 -2.029 -3.051
O 0.47382 -2.95196 -5.45149 0.152 1.317 1.323
C 0.02382 -2.43896 -3.22449 2.797 3.555 1.307
H 2.77982 -2.06596 -3.61549 0.214 0.338 1.243
H 1.85682 -0.52096 -4.33449 0.755 -1.497 1.265
H 2.59182 -1.63396 -5.14749 4.774 -0.799 -9.078
H 0.20482 -3.35596 -2.88049 0.689 -4.009 1.503
H -0.86818 -2.45996 -3.66949 -4.544 0.596 -0.261
H 0.41082 -1.74796 -2.43449 -1.320 -0.092 -0.692